50
Properties=species:S:1:pos:R:3 method="wB97M-V/def2-TZVPD" homo_lumo_gap_ev=9.56 spin_multiplicity=1 smiles="CN1CCCC[C@@H]1C(=O)N(CCC(=O)NCc1ncco1)C1CC1" e_above_lowest_kcal_mol=48.43 mol_weight_g_mol=334.42 homo_ev=-8.743 total_energy_ev=-30153.5497
H -0.84 5.25 0.21
C 1.25 -1.35 -0.10
H -1.80 -2.42 -0.55
N -1.29 -3.25 -0.82
C -4.07 -5.06 -3.36
H 2.19 1.54 3.13
H 2.14 0.40 -2.54
H 0.27 3.66 4.04
H 0.86 4.98 0.54
H -5.99 -5.43 -2.39
C -4.94 -5.21 -2.35
C 2.88 1.89 -1.11
N 0.32 2.30 2.47
C 2.98 0.63 -1.91
H 1.07 -1.56 -2.25
O -2.84 -4.80 -2.82
H -2.22 -4.66 0.43
C 0.65 2.24 1.05
C -0.02 -3.10 -1.29
C 0.50 3.66 2.97
N -4.26 -5.04 -1.15
O 0.70 -4.04 -1.58
O -0.66 0.28 0.68
H 3.94 0.32 -2.28
H 0.89 0.34 2.95
C 0.44 0.80 0.56
N 1.50 0.08 0.10
H -0.39 -0.98 -1.43
H 1.70 2.53 0.91
C -0.41 4.65 2.25
C 1.11 1.37 3.25
H 3.61 0.26 0.17
C -3.05 -4.81 -1.49
C 0.45 -1.66 -1.37
H 3.77 2.47 -0.91
H 0.86 1.48 4.30
C 2.75 0.56 -0.42
C -0.15 4.60 0.75
C -0.26 3.17 0.25
H 1.55 3.98 2.86
H -1.09 -5.28 -0.79
H 2.21 -1.86 -0.12
H -0.24 5.65 2.64
H -1.45 4.38 2.45
H -4.13 -5.10 -4.43
C -1.88 -4.55 -0.60
H -1.28 2.80 0.37
H -0.03 3.11 -0.82
H 1.99 2.48 -1.25
H 0.69 -1.71 0.77